Computed, not measured: a 9-piece molecular cluster, C48H99F9O24 overall in a non-equilibrium geometry, with ωB97M-V/def2-TZVPD.

The geometry in XYZ format:
```
180
Properties=species:S:1:pos:R:3:forces:R:3
C 3.32500 -0.17476 5.36930 0.4 -0.2 -1.2
C 3.69651 -1.34517 6.26678 0.1 0.9 0.7
O 3.42657 -2.62896 5.69840 0.0 -0.6 -0.7
C 2.78415 -3.52504 6.44276 -0.7 1.4 -0.2
O 2.33449 -3.32335 7.53045 0.2 -0.5 0.4
C 2.43407 -4.80078 5.65613 0.1 -0.7 0.5
F 2.97295 -5.87421 6.26148 0.1 0.2 -0.2
F 1.10375 -4.98133 5.69503 0.2 0.3 -0.3
F 2.84784 -4.76491 4.39656 -0.1 -0.1 0.0
H 4.00815 -0.02579 4.52679 0.3 -0.3 0.2
H 3.36985 0.76519 5.91678 -0.3 -0.1 0.3
H 2.36311 -0.29491 4.86913 -0.3 0.0 0.6
H 3.14138 -1.24266 7.19878 0.1 -0.2 0.0
H 4.76567 -1.33435 6.48240 0.0 0.0 0.1
C 4.37662 0.88284 1.28015 0.5 -0.9 1.0
C 5.81167 0.65689 1.72224 1.0 1.9 -1.1
O 5.93261 -0.26979 2.78446 -0.3 -1.4 0.5
C 7.16686 -0.54233 3.21061 -0.3 0.6 -0.5
O 8.12710 0.11310 2.94100 0.4 -0.2 0.1
C 7.27337 -1.82480 4.08749 -0.4 0.8 -0.8
F 8.32055 -2.51699 3.65983 0.2 -0.2 0.3
F 7.43887 -1.46941 5.35971 0.2 -0.2 0.3
F 6.18987 -2.58641 3.98988 -0.1 -0.2 0.2
H 4.35673 1.63213 0.49548 -0.1 -0.1 -0.1
H 3.75631 1.20405 2.11786 0.0 0.1 -0.1
H 4.00566 -0.08582 0.94952 -0.3 0.2 -0.3
H 6.33484 1.58063 2.00162 -0.4 0.0 0.3
H 6.41527 0.35685 0.85524 -0.1 -0.6 0.2
C 1.40474 -2.29469 2.30346 -0.1 -0.2 0.1
C 0.57278 -1.04599 2.52171 1.3 0.1 0.3
O -0.17130 -0.57371 1.39153 -1.4 -0.8 -0.2
C 0.40924 -0.04570 0.34224 0.3 0.6 0.7
O 1.56979 0.20442 0.21352 0.4 -0.1 -0.3
C -0.64269 0.42321 -0.68919 0.4 0.3 0.6
F -0.98665 1.69897 -0.46525 -0.2 0.0 0.4
F -0.11739 0.41473 -1.91035 -0.4 -0.7 -0.2
F -1.73373 -0.33626 -0.56827 -0.1 0.1 -0.8
H 0.85236 -3.22316 2.14086 -0.4 0.3 -0.5
H 1.88301 -2.51299 3.26353 0.5 0.4 -0.2
H 2.12621 -2.13448 1.50440 0.2 -0.2 0.2
H 1.22981 -0.21062 2.77501 0.1 -0.1 0.3
H -0.08720 -1.23406 3.36225 -0.6 0.4 -0.4
C -2.46335 4.95853 -0.53236 -0.8 -0.1 -1.2
O -1.62163 5.15957 0.57006 0.0 0.6 0.1
C -0.29816 5.51501 0.25183 0.6 -0.3 -0.4
C -0.05565 6.90359 -0.32955 -0.5 -0.2 1.1
O -0.62874 6.99883 -1.61288 0.4 0.4 0.2
C -0.91675 8.31609 -2.04971 -0.1 -0.3 0.0
C 0.29385 9.19128 -2.27815 -0.5 -0.2 -0.4
O 0.78332 9.69654 -1.06010 0.3 0.1 -0.1
C 2.08354 10.25352 -1.22385 -0.8 0.0 -0.5
H -2.12662 4.14182 -1.18184 0.1 -0.3 0.3
H -2.59854 5.78436 -1.23764 0.5 0.4 0.4
H -3.48853 4.77177 -0.21376 0.2 -0.4 0.5
H 0.15517 4.77258 -0.42150 -0.2 0.0 -0.3
H 0.29801 5.41249 1.16048 -0.2 0.2 0.2
H 1.02291 7.09168 -0.27358 0.1 0.0 -0.5
H -0.48856 7.65179 0.34502 -0.2 0.0 -0.1
H -1.58607 8.87146 -1.37987 -0.1 -0.3 0.3
H -1.45626 8.12245 -2.97565 0.1 0.4 -0.2
H -0.04493 10.01672 -2.91935 0.3 0.1 -0.1
H 1.04406 8.59082 -2.80855 0.2 0.2 0.0
H 2.30027 10.76716 -0.29454 0.5 -0.3 0.1
H 2.10126 10.98755 -2.03923 -0.2 0.1 0.1
H 2.76792 9.46499 -1.54502 0.4 0.0 0.5
C -4.17258 -2.62959 -6.07217 -0.3 -0.6 -0.6
O -4.77118 -1.35343 -6.09700 0.0 0.4 0.3
C -4.97384 -0.86395 -4.79508 0.9 0.0 1.0
C -5.67112 0.47479 -4.76919 -0.6 -0.2 -0.9
O -6.14703 0.70888 -3.46552 0.3 0.1 -0.2
C -6.64417 2.02915 -3.26967 0.5 -0.5 0.2
C -5.57642 3.11130 -3.23366 0.2 0.7 0.3
O -4.73164 3.14995 -2.09451 -0.5 0.1 0.8
C -4.29993 1.93884 -1.52455 0.1 -0.9 -0.4
H -3.30437 -2.74436 -5.41423 0.0 0.5 0.1
H -3.85707 -2.85353 -7.09177 0.0 0.0 0.0
H -4.91313 -3.37937 -5.76820 0.0 0.0 0.0
H -3.99891 -0.73142 -4.29823 0.1 0.0 -0.1
H -5.47511 -1.57979 -4.13168 -0.5 -0.1 -0.3
H -6.51086 0.45742 -5.47829 -0.1 0.0 0.0
H -4.99230 1.25394 -5.12910 0.1 0.1 0.2
H -7.13668 1.94128 -2.30155 -0.1 0.4 0.0
H -7.39386 2.27277 -4.02904 0.0 0.0 -0.1
H -6.08387 4.08054 -3.19368 -0.2 -0.1 -0.1
H -4.93080 3.19381 -4.11578 -0.2 -0.6 -0.2
H -3.73430 1.38241 -2.28137 0.4 -0.1 0.3
H -5.06928 1.23604 -1.18228 -0.5 0.4 -0.3
H -3.71919 2.12984 -0.62522 0.3 0.4 -0.3
C -1.55347 1.17167 -5.12680 0.5 0.1 0.1
O -0.66669 1.33189 -6.22421 -0.4 -0.3 -0.2
C -0.74346 0.27889 -7.17566 0.4 0.0 0.3
C -2.11232 0.12262 -7.80916 -0.3 -0.6 -0.2
O -2.04148 -0.86634 -8.82697 0.3 0.2 -0.2
C -3.21712 -0.86155 -9.61869 0.1 -0.3 0.3
C -3.16710 -2.04189 -10.57319 0.7 1.1 1.2
O -3.41038 -3.20401 -9.82098 -0.6 -0.5 -0.1
C -3.28066 -4.36218 -10.60577 0.3 -0.1 -1.3
H -2.55934 0.88542 -5.43730 -0.1 0.5 0.0
H -1.49231 2.13380 -4.62283 -0.5 0.0 0.2
H -1.24880 0.39874 -4.40876 0.4 -0.1 -0.2
H -0.44432 -0.65090 -6.67692 -0.1 -0.2 -0.1
H 0.01365 0.48868 -7.93036 -0.1 0.1 -0.1
H -2.48802 1.05136 -8.25434 0.2 0.2 0.2
H -2.83780 -0.24451 -7.07594 -0.1 0.3 0.0
H -3.28120 0.06840 -10.19814 0.0 0.0 0.0
H -4.07845 -0.92765 -8.94283 -0.2 0.0 -0.2
H -2.12780 -2.03817 -10.92267 -0.1 -0.2 -0.5
H -3.87512 -1.81150 -11.37426 -0.1 -0.7 -0.2
H -3.66360 -5.27559 -10.15879 0.0 0.3 0.6
H -2.23824 -4.52766 -10.90687 0.1 0.0 0.3
H -3.80951 -4.25362 -11.56340 -0.2 0.1 0.1
C 0.73506 -0.89127 13.07781 -0.3 0.1 -0.6
O 0.64580 0.15791 12.12269 0.0 0.0 0.5
C 0.20126 -0.33823 10.87427 0.2 0.3 0.5
C 0.20873 0.83566 9.93176 0.0 -0.3 -1.5
O -0.30503 0.38660 8.67196 -0.1 -0.1 0.4
C -0.11100 1.32401 7.61757 -0.6 -1.3 0.6
C -0.92139 0.83867 6.42078 0.7 0.5 -0.4
O -0.19519 -0.05852 5.59823 -0.5 -0.2 -0.9
C -0.25907 -1.39855 6.01662 1.4 -0.6 1.3
H 1.46542 -1.62890 12.72884 -0.1 -0.2 0.1
H -0.26598 -1.32741 13.15877 0.2 -0.4 0.3
H 1.05323 -0.52434 14.04945 0.0 0.3 -0.1
H -0.81326 -0.75152 10.92405 0.0 0.0 0.2
H 0.88483 -1.13750 10.57049 -0.1 0.0 -0.4
H 1.23102 1.17925 9.74528 0.1 0.2 0.4
H -0.43592 1.65578 10.25347 0.2 0.1 0.5
H 0.95878 1.30299 7.38492 0.0 0.6 -0.3
H -0.47581 2.30816 7.93138 0.2 0.1 -0.1
H -1.09419 1.72666 5.80683 -0.2 -0.2 -0.2
H -1.87521 0.38779 6.69956 0.0 0.2 0.3
H 0.20731 -1.42851 7.00800 -0.5 -0.4 0.2
H 0.40427 -2.05148 5.44016 0.0 0.5 -0.6
H -1.22080 -1.91931 6.03907 -0.4 0.6 -0.1
C 7.94654 -3.29303 -0.56512 0.4 -0.1 -0.3
O 7.96196 -3.86688 -1.86573 0.0 0.3 0.1
C 8.21891 -2.89885 -2.86251 0.2 0.7 -0.5
C 7.05813 -1.93878 -3.15010 0.2 -0.6 0.5
O 6.33820 -2.38170 -4.29026 -0.3 0.3 0.1
C 4.98231 -2.73095 -4.06502 0.2 -0.2 0.3
C 4.06776 -1.53584 -3.95498 0.2 0.8 -0.5
O 4.38002 -0.79670 -2.78027 -0.2 -0.1 -0.8
C 3.75951 0.46665 -2.75243 0.3 0.8 1.6
H 8.72970 -2.53011 -0.49032 0.0 0.0 0.1
H 8.18864 -4.08278 0.14304 -0.3 0.0 0.1
H 6.99034 -2.81906 -0.32929 -0.1 -0.1 0.1
H 8.47031 -3.40567 -3.79357 -0.1 -0.3 0.1
H 9.09447 -2.28144 -2.61518 0.1 -0.2 0.3
H 7.42570 -0.91991 -3.28897 0.0 0.0 -0.3
H 6.43885 -1.90269 -2.25217 -0.2 0.0 -0.2
H 4.90421 -3.33312 -3.15170 0.0 -0.1 0.0
H 4.70600 -3.35816 -4.91212 -0.2 0.1 0.0
H 3.00161 -1.78620 -4.01920 0.0 -0.3 0.3
H 4.24310 -0.87526 -4.81508 0.1 -0.1 -0.1
H 3.71546 1.08779 -3.65165 0.0 -0.8 -0.5
H 4.37896 1.07100 -2.07870 -0.1 -0.1 0.1
H 2.77975 0.40878 -2.26934 -0.2 0.0 -0.3
C -4.99432 -0.65810 2.15094 -1.5 0.8 0.8
O -6.11521 -1.51134 2.35849 0.9 -1.1 0.1
C -6.49901 -2.40100 1.29893 -0.6 1.7 0.5
C -5.43202 -3.10200 0.49977 -0.7 -0.8 -0.3
O -4.79393 -4.20054 1.14226 0.1 0.1 -0.1
C -3.77062 -3.81314 2.03444 0.1 1.2 0.2
C -2.46120 -3.29801 1.39587 -0.6 -1.0 -0.1
O -1.49511 -4.32994 1.36196 0.9 0.4 0.2
C -1.83374 -5.45990 0.60494 -0.4 -0.6 0.0
H -4.04641 -1.09911 1.85019 -0.1 -0.2 -0.2
H -4.90976 -0.21878 3.14896 0.5 0.1 -0.2
H -5.30555 0.16225 1.49142 0.4 -0.1 -0.3
H -7.11117 -1.74937 0.65348 0.3 -0.4 -0.6
H -7.23065 -3.07740 1.74206 0.4 -0.3 0.1
H -4.73874 -2.41346 0.01211 0.2 0.1 0.3
H -6.01418 -3.54897 -0.31136 0.2 -0.1 -0.1
H -3.50280 -4.61864 2.71896 -0.1 -0.4 -0.4
H -4.14919 -3.03479 2.70324 -0.1 0.0 -0.1
H -2.12943 -2.47508 2.02931 0.6 -0.2 -0.1
H -2.53578 -2.93024 0.36632 -0.6 0.2 0.1
H -2.22409 -5.27333 -0.40155 0.0 0.5 0.0
H -2.59710 -6.05608 1.11458 0.0 -0.1 0.0
H -0.94744 -6.07972 0.48847 0.1 0.1 0.2
```
Positions in Å, forces in eV/Å.

As for the SMILES: CCOC(=O)C(F)(F)F.CCOC(=O)C(F)(F)F.CCOC(=O)C(F)(F)F.COCCOCCOC.COCCOCCOC.COCCOCCOC.COCCOCCOC.COCCOCCOC.COCCOCCOC. The HOMO-LUMO gap is 0.352 Ha. Its spin multiplicity is 1. As for the highest occupied orbital energy: -9.17 eV.